10
Properties=species:S:1:pos:R:3:forces:R:3 method="wB97M-V/def2-TZVPD" charge=+1 e_tot_ev=-7170.5293 homo_ev="-13.922 / -14.255" orbital_gap_ha="0.310 / 0.312" lumo_energy_ev="-5.484 / -5.759"
C -0.746722 1.032354 -0.121972 -1.4 2.1 -0.8
C 0.135923 -1.087841 -0.103976 0.0 -0.9 -2.9
N 1.966484 0.709539 0.093828 -0.1 -0.4 -0.1
N -0.584529 -0.156736 0.443220 -1.1 2.5 -0.5
O 1.921632 -0.424575 0.041262 1.0 1.3 0.6
H -1.484885 1.700297 0.422271 1.5 -0.6 -0.6
H -0.636818 1.263157 -1.221334 0.3 -0.7 1.4
H 0.087642 -2.056695 0.305064 0.4 -1.0 0.4
H 0.333596 -0.902816 -1.217630 -0.7 -0.9 1.8
H -0.992326 -0.076681 1.359268 0.2 -1.4 0.8

11
Properties=species:S:1:pos:R:3:forces:R:3 method="wB97M-V/def2-TZVPD" charge=-1 e_tot_ev=-9230.6512 homo_ev=-4.248 orbital_gap_ha=0.306 lumo_energy_ev=4.084
N 0.843192 -0.264919 -0.887637 -0.4 -3.9 -1.3
C 1.476270 -1.440328 -0.505338 3.1 2.7 -2.6
N 2.734585 -1.348978 -0.085315 -1.7 -1.3 2.3
H 1.007173 0.564197 -0.392581 0.1 1.0 0.7
H -0.008366 -0.310725 -1.480903 0.8 0.3 1.4
H 1.302268 -2.324675 -1.137751 -1.4 -0.2 0.9
H 2.992341 -2.259922 0.395577 -0.2 1.1 -1.3
O -1.422390 1.003477 -0.580038 0.0 0.3 0.7
C -1.666856 1.380915 0.607219 -1.4 -1.6 -0.8
O -2.006323 0.686361 1.596512 0.7 0.6 -0.5
H -1.764639 2.466186 0.683238 0.3 0.9 0.5

11
Properties=species:S:1:pos:R:3:forces:R:3 method="wB97M-V/def2-TZVPD" charge=+1 smiles="C1=[NH+]OCON1" e_tot_ev=-9218.8525 homo_ev=-15.529 orbital_gap_ha=0.420 lumo_energy_ev=-4.089
C -0.508260 -0.306103 0.919065 0.7 0.9 3.9
N -1.227714 -0.459004 -0.129022 2.2 2.6 -1.6
O -0.792330 0.090092 -1.349602 1.2 -0.3 1.4
C 0.700954 0.235772 -1.123730 -1.2 -1.6 -0.4
O 0.905375 1.173374 -0.139239 0.2 -0.5 1.6
N 0.479706 0.565933 1.045417 -2.3 -0.9 -3.6
H -0.752774 -0.782743 1.902087 -0.1 0.0 -1.3
H -1.829379 -1.183562 -0.199917 -2.6 -2.8 -0.5
H 1.076704 0.758334 -1.982873 0.2 -0.7 -0.8
H 1.013869 -0.865851 -0.803210 0.0 2.5 -1.0
H 0.933850 0.773757 1.861023 1.6 0.7 2.3

12
Properties=species:S:1:pos:R:3:forces:R:3 method="wB97M-V/def2-TZVPD" charge=-1 e_tot_ev=-20063.5477 homo_ev=-3.018 orbital_gap_ha=0.261 lumo_energy_ev=4.092
C 0.780015 -1.072833 -0.607346 0.2 -3.3 -1.7
C 0.983916 0.386112 -0.837987 2.9 1.5 -2.7
N 0.853080 -0.148220 0.430341 0.5 -0.6 2.4
N -0.171453 0.144970 1.393616 -0.7 -2.0 -1.2
O -2.077685 -0.342615 -0.294017 0.0 -0.7 0.4
O -2.621883 1.005994 1.735205 0.1 -0.6 0.7
S -1.708905 0.761094 0.611258 0.3 1.9 -1.3
H -0.187682 -1.558961 -0.871951 0.5 1.1 0.2
H 1.587998 -1.904621 -0.802945 -0.8 1.9 0.9
H 2.046958 0.869243 -1.123987 -2.0 -1.3 0.7
H 0.234625 0.924336 -1.368407 -0.9 0.2 0.0
H 0.281016 0.935501 1.736221 0.2 2.0 1.6